Computed, not measured: C5H3N in the gas phase at a distorted geometry, with ωB97M-V/def2-TZVPD.

Last column: natural (NBO) charge in e.
Positions of all 9 atoms, in Å:
1 C 2.309 0.185 -0.302  -0.168
2 C 1.223 0.206 0.207  -0.061
3 C -0.131 0.024 0.617  -0.234
4 C -0.994 -0.619 -0.220  -0.053
5 C -2.075 0.775 -0.100  0.271
6 N -2.427 -0.412 -0.022  -0.480
7 H 3.171 0.509 -0.786  0.234
8 H -0.539 0.451 1.651  0.265
9 H -0.536 -1.117 -1.045  0.226

Kohn-Sham gap (hartree): 0.348
E_LUMO (eV): -0.150
ΔE to the lowest compared entry with this formula, charge and spin (kJ/mol): 287.8